1.
{"formula": "C4H4N2", "method": "wB97M-V/def2-TZVPD", "symbols": ["C", "N", "C", "C", "C", "N", "H", "H", "H", "H"], "positions_angstrom": [[0.3604, 1.8140, 0.2165], [-0.3257, 0.8794, 0.6886], [-0.2268, -0.5036, 0.1499], [-1.0362, -1.1167, -0.6291], [0.9673, -1.0497, 0.5465], [1.8945, -1.6605, 0.8015], [0.2510, 2.7420, 0.7705], [0.9364, 1.8739, -0.7963], [-1.9566, -0.7123, -0.8889], [-0.8643, -2.2665, -0.8593]], "forces_ev_per_a": [[0.2, 0.9, -1.7], [-0.4, -2.2, -0.2], [0.6, 4.8, 1.1], [-0.9, -4.8, -1.3], [1.2, -1.6, 0.4], [1.3, -0.4, 0.4], [0.3, 0.3, -0.2], [-0.7, -0.6, 1.8], [-1.4, 0.7, -0.7], [-0.3, 2.8, 0.4]], "nbo_charge": [-0.01, -0.39, -0.02, -0.33, 0.24, -0.27, 0.18, 0.16, 0.21, 0.23], "e_tot_ev": -7190.3055, "max_force_ha_per_bohr": 0.097, "relative_energy_ev": 2.3831, "smiles": "C=NC(=C)C#N"}

=====

2.
{"formula": "C4H4N2O", "method": "wB97M-V/def2-TZVPD", "symbols": ["N", "C", "C", "N", "C", "C", "O", "H", "H", "H", "H"], "positions_angstrom": [[2.4343, 0.3339, -0.3969], [1.5080, -0.3892, -0.0993], [0.5871, -1.3445, 0.0820], [-0.7849, -1.2779, -0.0180], [-1.5439, -0.2460, -0.0836], [-1.1880, 1.1862, -0.0108], [-0.0586, 1.6258, 0.0826], [2.7447, 1.0210, 0.2861], [0.9772, -2.3363, 0.3005], [-2.6165, -0.4456, -0.1293], [-2.0593, 1.8726, -0.0133]], "forces_ev_per_a": [[-0.6, -0.4, 0.1], [0.4, 0.3, -0.2], [0.1, 0.1, 0.0], [-0.1, 0.3, 0.0], [0.1, -0.2, 0.0], [0.3, 0.1, 0.1], [-0.5, -0.2, 0.0], [0.1, -0.1, 0.0], [0.0, 0.2, 0.0], [0.1, 0.0, 0.0], [0.1, -0.1, 0.0]], "nbo_charge": [-0.59, 0.50, -0.29, -0.31, -0.07, 0.36, -0.52, 0.40, 0.23, 0.18, 0.12], "e_tot_ev": -9237.7324, "max_force_ha_per_bohr": 0.014, "relative_energy_ev": 2.7554, "smiles": "N=C=C/N=C\\C=O"}

=====

3.
{"formula": "C4H4N2O", "method": "wB97M-V/def2-TZVPD", "symbols": ["N", "C", "C", "C", "N", "C", "O", "H", "H", "H", "H"], "positions_angstrom": [[-0.6501, 1.8398, -1.8811], [0.3212, 1.3837, -1.3707], [1.3111, 0.7372, -0.5671], [0.9446, -0.3759, 0.1940], [-0.2581, -0.9544, 0.6588], [-1.5254, -0.4635, 0.5464], [-2.3670, -0.8788, 1.3124], [2.3641, 0.7144, -0.8399], [1.7607, -0.8585, 0.5882], [-0.0583, -1.6299, 1.4530], [-1.8428, 0.4859, -0.0941]], "forces_ev_per_a": [[3.5, -1.4, 1.5], [-3.3, 1.7, -1.1], [-1.3, -2.9, 0.3], [-1.5, 2.4, -1.1], [3.1, 0.1, -0.1], [-2.4, 2.2, 0.8], [-0.1, -0.3, -0.4], [-0.3, 0.6, 0.1], [1.7, -1.3, 0.9], [-1.0, 1.1, -1.5], [1.5, -2.1, 0.6]], "nbo_charge": [-0.33, 0.25, -0.43, 0.12, -0.62, 0.51, -0.56, 0.26, 0.19, 0.43, 0.19], "e_tot_ev": -9238.8248, "max_force_ha_per_bohr": 0.079, "relative_energy_ev": 1.6631, "smiles": "N#C/C=C\\NC=O"}

=====

Number 3 is which compound? C4H4N2O